Below is a 12-piece molecular cluster, C43H69N11O5 overall, with properties calculated with ωB97M-V/def2-TZVPD.

Orbital gap: 8.2 eV
LUMO: 0.0073 Ha
Relative energy (zero: lowest compared OMol25 entry of this formula, charge and spin): 0.0 kcal/mol
Total charge: 0
Structure (SMILES): c1cc[nH]c1.c1cc[nH]c1.c1cc[nH]c1.c1cc[nH]c1.c1cc[nH]c1.c1cc[nH]c1.c1cc[nH]c1.CNC(C)=O.CNC(C)=O.CNC(C)=O.CNC(C)=O.CC(C)=O
2S+1: 1
Energy: -72339.4205 eV

```
128
Properties=species:S:1:pos:R:3:mulliken_charge:R:1
C 4.78 -5.31 1.36 -1.066
C 4.66 -4.08 2.24 0.455
O 5.19 -4.00 3.31 -0.576
C 3.88 -2.93 1.66 0.237
H 4.98 -6.22 1.93 0.318
H 5.59 -5.17 0.64 0.366
H 3.86 -5.48 0.80 0.176
H 2.97 -3.30 1.20 -0.340
H 4.51 -2.45 0.90 0.144
H 3.74 -2.18 2.44 0.221
C 2.58 2.05 -6.87 -1.037
C 3.27 1.69 -5.58 0.848
O 4.45 1.42 -5.57 -0.679
N 2.52 1.72 -4.47 0.181
C 3.05 1.41 -3.15 -0.651
H 3.21 2.71 -7.46 0.376
H 1.67 2.63 -6.69 0.268
H 2.38 1.16 -7.47 0.203
H 1.55 1.98 -4.51 -0.068
H 2.63 0.47 -2.80 0.038
H 2.70 2.19 -2.47 0.087
H 4.13 1.36 -3.13 0.367
C 0.57 -1.42 0.25 2.007
C 0.72 0.05 0.00 -0.154
O 1.83 0.48 -0.33 -0.693
N -0.34 0.88 0.11 1.026
C -1.53 0.64 0.94 -0.602
H 0.74 -2.00 -0.67 -0.818
H -0.45 -1.68 0.58 -0.554
H 1.23 -1.79 1.02 -0.182
H -0.16 1.83 -0.18 -0.113
H -1.29 0.18 1.89 0.198
H -2.27 0.04 0.42 0.283
H -1.95 1.64 1.08 -0.145
C -0.62 2.48 4.81 -0.402
C -1.87 3.32 4.98 0.427
O -2.02 4.33 4.30 -0.858
N -2.78 2.86 5.85 -0.125
C -4.00 3.59 6.14 -0.870
H -0.51 2.28 3.74 -0.208
H -0.64 1.53 5.34 0.331
H 0.28 3.02 5.10 0.334
H -2.56 2.08 6.45 0.256
H -3.75 4.64 6.30 0.286
H -4.49 3.26 7.05 0.365
H -4.70 3.54 5.30 0.265
C 2.27 1.46 3.18 -0.442
C 3.70 1.13 2.85 0.359
O 4.59 1.27 3.67 -0.718
N 3.94 0.70 1.60 0.385
C 5.22 0.19 1.19 -1.245
H 1.92 2.35 2.65 0.127
H 2.22 1.58 4.26 0.361
H 1.57 0.63 3.01 0.161
H 3.19 0.85 0.93 0.068
H 5.21 -0.26 0.20 0.271
H 5.60 -0.55 1.90 0.423
H 5.94 1.02 1.14 0.362
N 1.03 -4.12 -3.00 0.172
C 1.21 -3.44 -4.18 -0.739
C 2.36 -2.71 -4.06 -0.657
C 2.85 -2.89 -2.73 -0.369
C 2.01 -3.78 -2.12 -1.002
H 0.26 -4.73 -2.82 0.253
H 0.50 -3.53 -4.98 0.458
H 2.80 -2.07 -4.81 0.499
H 3.75 -2.45 -2.34 0.562
H 2.01 -4.22 -1.14 0.806
N -2.01 -2.44 3.20 0.180
C -2.79 -2.69 2.10 -0.664
C -3.76 -1.73 2.03 -0.118
C -3.65 -0.93 3.21 -0.836
C -2.53 -1.37 3.87 -0.772
H -1.27 -3.03 3.51 0.286
H -2.61 -3.55 1.48 0.643
H -4.48 -1.69 1.22 0.417
H -4.31 -0.15 3.53 0.494
H -2.16 -1.08 4.84 0.541
N -2.67 -1.51 -2.63 0.189
C -2.95 -2.27 -1.53 -0.646
C -4.30 -2.43 -1.43 -0.587
C -4.89 -1.79 -2.55 -1.033
C -3.86 -1.26 -3.29 -0.359
H -1.79 -1.20 -3.01 0.304
H -2.19 -2.58 -0.83 0.717
H -4.77 -2.99 -0.64 0.605
H -5.93 -1.85 -2.83 0.411
H -3.85 -0.69 -4.20 0.432
N -3.76 5.16 2.26 0.396
C -4.63 6.21 2.29 -0.549
C -5.37 6.21 1.13 -0.628
C -4.91 5.11 0.36 -0.804
C -3.92 4.50 1.07 -0.226
H -3.15 4.85 3.03 0.326
H -4.68 6.85 3.16 0.424
H -6.25 6.76 0.85 0.374
H -5.29 4.78 -0.59 0.442
H -3.29 3.65 0.85 0.410
N -0.69 0.72 -5.55 0.192
C -1.26 1.40 -4.50 -1.961
C -0.81 0.86 -3.33 -0.361
C 0.13 -0.17 -3.67 1.144
C 0.17 -0.22 -5.03 -1.595
H -0.79 0.90 -6.52 0.202
H -1.97 2.19 -4.69 0.508
H -1.12 1.18 -2.35 0.992
H 0.70 -0.83 -3.03 0.243
H 0.66 -0.87 -5.74 0.429
N 0.36 4.35 0.29 0.185
C 1.10 3.73 -0.70 -1.416
C 0.31 3.74 -1.83 0.505
C -0.92 4.34 -1.51 -1.144
C -0.88 4.69 -0.18 -0.788
H 0.66 4.50 1.24 0.279
H 2.09 3.42 -0.44 0.540
H 0.53 3.35 -2.81 0.549
H -1.78 4.46 -2.15 0.459
H -1.61 5.10 0.49 0.776
N 1.02 -6.55 0.86 0.141
C 0.03 -6.01 0.07 -1.698
C -0.27 -4.78 0.62 0.515
C 0.57 -4.58 1.74 0.085
C 1.35 -5.70 1.87 -1.563
H 1.37 -7.47 0.69 0.205
H -0.32 -6.59 -0.76 0.418
H -1.10 -4.16 0.32 0.592
H 0.43 -3.75 2.41 0.569
H 2.11 -5.99 2.58 0.614
```